ORCA calculation (wB97M-V/def2-TZVPD) on a cluster of 2 separate species, C5H13N2O in total.

Element x y z (Å)
1 C -0.759687 2.417459 -0.693334
2 C -0.611458 2.270092 0.818825
3 C -1.660290 0.375950 1.893533
4 N -0.716075 0.841496 1.195760
5 H -0.096240 1.722622 -1.205273
6 H -1.792784 2.211251 -0.972818
7 H -0.507066 3.430102 -0.994368
8 H 0.387455 2.568594 1.134847
9 H -1.353624 2.817230 1.393073
10 H -1.678477 -0.680454 2.135505
11 H -2.479855 1.010834 2.210057
12 H 0.069158 0.190739 0.862425
13 C -0.383972 -1.669109 -1.252351
14 C 1.000043 -1.474621 -0.674071
15 N 1.995012 -2.069436 -1.323262
16 O 1.219087 -0.794831 0.335261
17 H -0.703948 -0.784931 -1.803241
18 H -1.060394 -1.738926 -0.399439
19 H -0.530230 -2.562707 -1.850326
20 H 2.924946 -2.011856 -0.953094
21 H 1.838338 -2.603208 -2.161452

Forces on atoms 1 to 3 (eV/Å):
C -0.271 -0.091 0.412
C 0.415 -0.430 -0.184
C -0.167 -0.257 -0.161

As for the molecular weight: 117.172 g mol⁻¹. The calculation puts the energy relative to the best compared isomer or geometry (same formula, charge and spin) at 39.6 kJ/mol. Its charge is +1. The calculation puts the LUMO energy at -4.1 eV. For the HOMO-LUMO gap, the calculation gives 0.3794 hartree.

ORCA calculation (wB97M-V/def2-TZVPD) on the ion C5H13N2O with charge +1.

Element x y z (Å)
1 C 0.377481 -1.380312 1.534705
2 C 0.337743 0.087449 1.273513
3 N 1.562612 0.864566 1.713415
4 C 0.283700 0.263524 -0.328215
5 O 1.252034 0.823458 -0.831223
6 N -0.860341 -0.018379 -0.944515
7 C -0.735958 -0.154464 -2.408162
8 C -2.150578 -0.333013 -0.348509
9 H 1.375109 -1.788802 1.920892
10 H 0.277961 -2.013675 0.667430
11 H -0.234434 -1.752190 2.346344
12 H -0.630915 0.641914 1.612788
13 H 1.829947 1.559504 0.919084
14 H 2.336819 0.262020 2.031229
15 H 1.297509 1.427333 2.509285
16 H -0.375725 0.822861 -2.793493
17 H -1.687957 -0.355262 -2.948456
18 H -0.012531 -0.948392 -2.657301
19 H -2.851274 -0.698819 -1.062729
20 H -2.531366 0.650732 0.017269
21 H -2.215324 -0.958335 0.513730

Forces on atoms 1 to 3 (eV/Å):
C 2.103 -1.957 1.897
C -1.864 1.226 -2.139
N -0.532 0.855 -0.551

Its SMILES is C[C@@H]([NH3+])C(=O)N(C)C. As for the molecular weight: 117.172 g mol⁻¹. The calculation puts the energy relative to the best compared isomer or geometry (same formula, charge and spin) at 165.1 kJ/mol. Its charge is +1. The calculation puts the LUMO energy at -3.4 eV. For the HOMO-LUMO gap, the calculation gives 0.3695 hartree.

ORCA calculation (wB97M-V/def2-TZVPD) on a structure of composition C5H13N2O2.

Element x y z (Å)
1 C 0.997077 0.152725 0.019012
2 C -2.565233 -0.567916 -0.543794
3 C 2.948771 1.426976 -0.635878
4 C -1.175796 -0.253595 -1.052355
5 C -0.385970 -0.177122 0.246046
6 N 1.603501 1.186081 -0.158216
7 N -1.025949 0.751291 1.305905
8 O 1.234832 -2.299900 0.964488
9 O 1.805066 -1.451269 0.061499
10 H -3.228281 -0.881244 -1.420896
11 H -3.201540 0.149727 0.084278
12 H -2.554354 -1.538100 0.162956
13 H 3.562576 1.569568 0.164752
14 H 2.878338 2.384509 -1.090415
15 H 3.343480 0.787652 -1.439364
16 H -1.122256 0.721255 -1.650874
17 H -0.820083 -1.029388 -1.681163
18 H -0.495704 -1.156784 0.575946
19 H -0.355397 1.329179 1.696894
20 H -1.448790 0.151955 1.997059
21 H -1.846206 1.173933 0.790629
22 H 1.851928 -2.429530 1.603486

Forces on atoms 1 to 3 (eV/Å):
C 2.820 -2.990 1.023
C -2.997 -2.793 0.121
C -1.332 0.226 -2.103

As for the molecular weight: 133.171 g mol⁻¹. The calculation puts the energy relative to the best compared isomer or geometry (same formula, charge and spin) at 617.0 kJ/mol. Its charge is +1. The calculation puts the LUMO energy at -3.5 eV. For the HOMO-LUMO gap, the calculation gives 0.3411 hartree.

ORCA calculation (wB97M-V/def2-TZVPD) on the ion C5H13N2O3 with charge +1.

Element x y z (Å)
1 C 1.517159 2.743513 0.874793
2 N 1.432590 1.843566 -0.219022
3 O 1.293772 0.582221 -0.152858
4 N -0.232070 0.185196 -0.695465
5 O -0.684332 1.045696 -1.334271
6 C -0.400998 -1.225972 -0.964447
7 C 0.981132 -1.853054 -1.323875
8 C -0.990402 -1.797492 0.275716
9 C -1.953698 -0.775098 0.968666
10 O -1.223781 0.467803 1.161427
11 H 1.394537 2.338916 1.856552
12 H 2.334815 3.455242 0.828458
13 H 0.775423 3.437659 0.696023
14 H 1.334226 2.342875 -1.112843
15 H -1.112488 -1.257077 -1.825561
16 H 1.600720 -1.722909 -0.530365
17 H 1.344667 -1.133638 -2.122745
18 H 0.860967 -2.813470 -1.802323
19 H -0.197097 -2.029151 1.001092
20 H -1.556637 -2.681538 0.201195
21 H -2.758128 -0.569505 0.263784
22 H -2.389831 -1.061442 1.855495
23 H -1.370547 0.477661 2.100572

Forces on atoms 1 to 3 (eV/Å):
C 0.239 0.555 0.782
N 0.625 -0.022 -1.102
O 0.526 0.765 0.001

Its SMILES is CNO[N+](=O)[C@@H](C)CCO. As for the molecular weight: 149.170 g mol⁻¹. The calculation puts the energy relative to the best compared isomer or geometry (same formula, charge and spin) at 837.6 kJ/mol. Its charge is +1. The calculation puts the LUMO energy (alpha / beta) at -5.5 / -5.5 eV. For the HOMO-LUMO gap (alpha / beta), the calculation gives 0.2882 / 0.2877 hartree.

ORCA calculation (wB97M-V/def2-TZVPD) on a cluster of 2 separate species, C5H13N2S in total.

Element x y z (Å)
1 C -1.632224 -1.826909 0.389183
2 C -0.792475 -1.098732 -0.329128
3 C 1.294006 2.226328 -0.297809
4 C 0.904876 0.816647 -0.743997
5 C -0.456580 0.345676 -0.307026
6 N -1.486502 1.251822 -0.335462
7 N 1.564769 -1.907239 0.788959
8 S -3.095359 1.105033 0.004673
9 H -1.649046 -2.820402 0.251163
10 H -2.244749 -1.335648 1.087488
11 H -0.014890 -1.633493 -0.949615
12 H 1.130212 2.586478 0.714493
13 H 2.330889 2.522701 -0.772072
14 H 0.710292 2.998139 -0.769186
15 H 1.570348 0.090752 -0.223098
16 H 1.068856 0.620172 -1.822467
17 H -1.204264 2.237019 -0.458704
18 H 1.529364 -2.915863 0.854547
19 H 2.483412 -1.535473 0.841441
20 H 1.056365 -1.595056 1.559385
21 H -3.067296 -0.131948 0.517234

Forces on atoms 1 to 3 (eV/Å):
C 0.443 3.459 -0.428
C 2.431 0.068 -0.909
C 1.422 1.509 -2.124

As for the molecular weight: 133.240 g mol⁻¹. The calculation puts the energy relative to the best compared isomer or geometry (same formula, charge and spin) at 264.0 kJ/mol. Its charge is +1. The calculation puts the LUMO energy at -5.0 eV. For the HOMO-LUMO gap, the calculation gives 0.3116 hartree.

ORCA calculation (wB97M-V/def2-TZVPD) on the ion C5H13N2S3 with charge +1.

Element x y z (Å)
1 C -0.208427 3.084854 1.607859
2 S -0.742067 2.016497 0.172285
3 C -1.316850 0.483680 1.145791
4 N -0.178863 -0.404133 1.356310
5 C 0.725829 -1.030900 0.507947
6 N 0.577217 -1.415529 -0.720357
7 C -0.439704 -0.836636 -1.524214
8 C 1.463404 -2.295512 -1.340014
9 S -2.351868 0.954740 2.806897
10 S -4.176701 0.045679 2.677186
11 H -1.029718 3.467174 2.199284
12 H 0.231645 3.952850 1.095541
13 H 0.653277 2.716267 2.205232
14 H -2.102344 0.199738 0.499549
15 H 0.196174 -0.282710 2.324102
16 H 1.564419 -1.354237 0.995744
17 H -1.449738 -1.159608 -1.303215
18 H -0.404121 0.276448 -1.404462
19 H -0.264910 -1.068115 -2.633878
20 H 0.792319 -3.035987 -1.854032
21 H 2.071495 -2.035233 -2.247450
22 H 2.227607 -2.642498 -0.634557
23 H -4.968843 0.884348 2.056931

Forces on atoms 1 to 3 (eV/Å):
C 1.181 0.476 -1.212
S -0.127 0.023 2.671
C -0.178 2.346 0.113

Its SMILES is CS[C@@H](NC=[N+](C)C)SS. As for the molecular weight: 197.374 g mol⁻¹. The calculation puts the energy relative to the best compared isomer or geometry (same formula, charge and spin) at 43.5 kJ/mol. Its charge is +1. The calculation puts the LUMO energy at -3.6 eV. For the HOMO-LUMO gap, the calculation gives 0.3261 hartree.

ORCA calculation (wB97M-V/def2-TZVPD) on a cluster of 2 separate species, C5H13N3 in total.

Element x y z (Å)
1 H -1.278917 -1.160951 -1.792492
2 N -0.771088 -1.903202 -1.309984
3 C -0.883766 -1.892295 -0.043755
4 C -1.862058 -1.101094 0.778876
5 H -0.393299 -2.710258 0.494028
6 H -2.286469 -0.280468 0.195634
7 H -2.659442 -1.749904 1.141455
8 H -1.351269 -0.691337 1.652378
9 C -0.603346 1.838845 -1.200432
10 N 0.221163 0.874497 -1.177534
11 N 0.865562 0.439786 -0.046490
12 C 2.055328 -0.329220 -0.349517
13 C 0.954979 1.281376 1.132255
14 H -1.108082 2.007426 -2.138043
15 H -0.886025 2.486796 -0.368647
16 H 2.948062 0.304773 -0.436491
17 H 1.885695 -0.841979 -1.292186
18 H 2.225143 -1.067032 0.437129
19 H 1.476249 0.733559 1.913718
20 H -0.045521 1.544697 1.476631
21 H 1.497101 2.215984 0.933466

Forces on atoms 1 to 3 (eV/Å):
H -0.124 0.029 0.358
N 0.478 -0.205 0.529
C -1.206 -0.742 -0.939

Its SMILES is [H]/N=C\C.C=NN(C)C. As for the molecular weight: 115.180 g mol⁻¹. The calculation puts the energy relative to the best compared isomer or geometry (same formula, charge and spin) at 242.5 kJ/mol. Its charge is 0. The calculation puts the LUMO energy at 0.9 eV. For the HOMO-LUMO gap, the calculation gives 0.3453 hartree.

ORCA calculation (wB97M-V/def2-TZVPD) on a structure of composition C5H13N3.

Element x y z (Å)
1 C -2.364072 -0.706475 0.027657
2 C -0.257256 0.897181 -0.080806
3 C 0.711686 -0.292758 0.047608
4 C 0.829322 -0.932112 1.604557
5 C 0.702174 -1.216581 -1.092078
6 H -1.921205 -1.686302 -0.442302
7 H -3.371780 -0.561371 -0.488170
8 H -2.801181 -1.104644 1.205490
9 H -2.410529 1.159064 -0.125150
10 H 0.775172 2.436327 -0.016030
11 H 1.893040 -1.115936 1.755294
12 H 0.433257 -0.003716 2.309453
13 H 0.064558 -2.005122 1.256756
14 H 1.763136 -1.780020 -1.193643
15 H -0.074457 -1.938263 -1.301180
16 H 0.739173 -0.715077 -1.992179
17 H 2.277798 0.707200 -1.327630
18 H 2.340465 0.854149 0.435062
19 N -1.575002 0.404505 -0.296260
20 N -0.147365 2.085135 0.174612
21 N 2.088286 0.261529 -0.323694

Forces on atoms 1 to 3 (eV/Å):
C -1.840 -5.483 0.678
C -3.021 -5.781 1.347
C 3.547 1.983 -0.279

As for the molecular weight: 115.180 g mol⁻¹. The calculation puts the energy relative to the best compared isomer or geometry (same formula, charge and spin) at 516.8 kJ/mol. Its charge is 0. The calculation puts the LUMO energy at 0.8 eV. For the HOMO-LUMO gap, the calculation gives 0.3590 hartree.

Question: Which of these has the highest energy relative to the best compared isomer or geometry (same formula, charge and spin)?
Answer: C5H13N2O3

What did the fifth record say?
ORCA calculation (wB97M-V/def2-TZVPD) on a cluster of 2 separate species, C5H13N2S in total.

Element x y z (Å)
1 C -1.632224 -1.826909 0.389183
2 C -0.792475 -1.098732 -0.329128
3 C 1.294006 2.226328 -0.297809
4 C 0.904876 0.816647 -0.743997
5 C -0.456580 0.345676 -0.307026
6 N -1.486502 1.251822 -0.335462
7 N 1.564769 -1.907239 0.788959
8 S -3.095359 1.105033 0.004673
9 H -1.649046 -2.820402 0.251163
10 H -2.244749 -1.335648 1.087488
11 H -0.014890 -1.633493 -0.949615
12 H 1.130212 2.586478 0.714493
13 H 2.330889 2.522701 -0.772072
14 H 0.710292 2.998139 -0.769186
15 H 1.570348 0.090752 -0.223098
16 H 1.068856 0.620172 -1.822467
17 H -1.204264 2.237019 -0.458704
18 H 1.529364 -2.915863 0.854547
19 H 2.483412 -1.535473 0.841441
20 H 1.056365 -1.595056 1.559385
21 H -3.067296 -0.131948 0.517234

Forces on atoms 1 to 3 (eV/Å):
C 0.443 3.459 -0.428
C 2.431 0.068 -0.909
C 1.422 1.509 -2.124

As for the molecular weight: 133.240 g mol⁻¹. The calculation puts the energy relative to the best compared isomer or geometry (same formula, charge and spin) at 264.0 kJ/mol. Its charge is +1. The calculation puts the LUMO energy at -5.0 eV. For the HOMO-LUMO gap, the calculation gives 0.3116 hartree.

Question: Among the records above, which one has the highest molecular weight?
Answer: C5H13N2S3